Entry from the OMol25 dataset: a molecular structure, ClH16O8 at a distorted geometry (ωB97M-V/def2-TZVPD).

Geometry (Å):
1 Cl -0.2057 -0.0851 -0.0942
2 O -2.0779 2.0921 -0.4226
3 H -1.4246 1.4392 -0.1712
4 H -2.2476 2.5835 0.3811
5 O 1.6699 0.4576 1.8564
6 H 1.2871 -0.2804 2.3309
7 H 1.0343 0.6565 1.1689
8 O -0.8570 -1.7421 1.8037
9 H -0.3124 -2.4609 2.1244
10 H -0.3501 -1.3575 1.0886
11 O 1.2030 -2.1276 0.0129
12 H 0.9325 -2.4465 -0.8481
13 H 0.6433 -1.3680 0.1741
14 O -1.8930 -1.8910 -0.9254
15 H -1.4246 -1.3590 -0.2822
16 H -2.3179 -1.2540 -1.4999
17 O 0.4312 1.9969 0.8368
18 H 0.9937 2.6521 0.4237
19 H 0.1124 1.4617 0.1101
20 O -0.4745 1.4876 -2.0003
21 H -0.3453 0.7851 -1.3631
22 H 0.0680 2.2072 -1.6774
23 O 2.1092 -0.2100 -1.1188
24 H 1.2626 -0.0780 -0.6922
25 H 2.1834 -1.1593 -1.2163

Results
HOMO energy: -6.36 eV
net charge: -1
frontier orbital gap: 9.885 eV
lowest unoccupied orbital energy: 3.53 eV